(1)
{"formula": "C43H47ClGeHfIN4O4S", "method": "ωB97M-V/def2-TZVPD", "charge": 2, "spin_multiplicity": 2, "e_above_lowest_kcal_mol": 32.99, "total_energy_ha": -5467.35520, "homo_ev": [-12.916, -12.915], "species": ["Hf", "C", "C", "N", "C", "C", "S", "C", "C", "N", "H", "H", "H", "H", "H", "H", "H", "H", "H", "H", "H", "H", "H", "H", "C", "C", "C", "C", "C", "C", "C", "C", "N", "H", "H", "H", "H", "H", "H", "N", "C", "O", "C", "I", "H", "H", "H", "H", "C", "C", "C", "C", "Cl", "C", "C", "C", "O", "C", "C", "O", "O", "H", "H", "H", "H", "H", "H", "H", "H", "C", "C", "C", "C", "C", "C", "Ge", "C", "C", "C", "C", "C", "C", "C", "C", "C", "C", "C", "C", "H", "H", "H", "H", "H", "H", "H", "H", "H", "H", "H", "H", "H", "H", "H"], "coordinates": [[-0.3915, -0.2211, -0.6708], [-1.7814, 1.6057, 1.7756], [-0.8743, 0.5871, 2.4421], [0.2920, 0.2349, 1.5796], [1.4460, 1.1493, 1.8360], [1.2634, 2.5199, 1.1992], [0.6320, 2.3895, -0.5047], [-0.8707, 3.4188, -0.4836], [-2.1753, 2.6192, -0.3975], [-1.9789, 1.3356, 0.3207], [-2.7489, 1.5972, 2.2830], [-1.3896, 2.6135, 1.8716], [-0.5245, 0.9721, 3.4034], [-1.4335, -0.3228, 2.6454], [0.6063, -0.6835, 1.8941], [1.5776, 1.2664, 2.9150], [2.3454, 0.6782, 1.4540], [0.5832, 3.1486, 1.7666], [2.2256, 3.0307, 1.1716], [-0.7507, 4.1186, 0.3419], [-0.8627, 4.0111, -1.3963], [-2.9360, 3.2164, 0.1140], [-2.5487, 2.3922, -1.3897], [-2.8710, 0.8474, 0.2255], [0.3975, -2.6005, -0.8309], [0.0883, -3.1053, -2.1233], [1.0976, -3.1766, -3.1244], [0.8397, -3.7298, -4.3499], [-0.4575, -4.1748, -4.6514], [-1.4825, -4.0855, -3.7040], [-1.2134, -3.5679, -2.4621], [-0.7263, -4.7117, -5.9460], [-0.9327, -5.1417, -6.9908], [1.4451, -2.4218, -0.6462], [-0.1742, -2.9985, -0.0013], [2.0864, -2.8058, -2.8866], [1.6153, -3.8330, -5.0959], [-2.4716, -4.4379, -3.9614], [-1.9869, -3.5230, -1.7100], [4.0503, -0.9212, -0.5234], [3.0520, -0.1562, -0.9449], [1.9032, -0.3192, -0.4696], [3.3741, 0.8824, -1.9718], [4.5197, 2.4422, -1.0780], [3.8837, -1.6213, 0.1827], [4.9951, -0.7674, -0.8396], [2.4723, 1.3223, -2.3706], [3.9754, 0.4683, -2.7790], [3.7716, 3.0827, -5.0391], [3.6587, 1.6028, -5.2438], [4.7471, 0.8524, -5.6603], [4.6260, -0.5133, -5.8866], [6.0053, -1.4169, -6.4056], [3.4145, -1.1538, -5.7037], [2.3147, -0.4252, -5.2672], [2.4439, 0.9349, -5.0472], [1.4175, 1.7364, -4.5786], [0.1016, 1.2501, -4.5373], [-0.1630, 0.6550, -3.1679], [-1.0124, 1.1672, -2.3840], [0.4897, -0.3251, -2.7169], [4.8114, 3.3742, -4.9098], [3.2052, 3.4194, -4.1716], [3.3762, 3.6174, -5.9044], [5.7016, 1.3339, -5.8247], [3.3318, -2.2111, -5.9090], [1.3789, -0.9370, -5.0964], [-0.1159, 0.5185, -5.3219], [-0.5564, 2.1090, -4.6641], [-2.2552, -6.3856, 1.3808], [-1.3788, -5.4931, 1.9796], [-1.4727, -4.1405, 1.6889], [-2.4328, -3.6470, 0.8044], [-3.3106, -4.5608, 0.2235], [-3.2226, -5.9155, 0.5037], [-2.5834, -1.7163, 0.4765], [-3.8348, -1.4393, -1.0220], [-5.2116, -1.6808, -0.9908], [-6.0122, -1.3882, -2.0820], [-5.4668, -0.8244, -3.2304], [-4.1070, -0.5637, -3.2882], [-3.3235, -0.8828, -2.1852], [-3.6441, -1.0657, 2.0156], [-3.4886, -1.6330, 3.2817], [-4.2432, -1.2054, 4.3623], [-5.1816, -0.1963, 4.2008], [-5.3657, 0.3713, 2.9487], [-4.6065, -0.0651, 1.8721], [-2.1894, -7.4420, 1.6026], [-0.6307, -5.8511, 2.6743], [-0.7793, -3.4596, 2.1813], [-4.0826, -4.2178, -0.4565], [-3.9164, -6.6075, 0.0451], [-5.6689, -2.1015, -0.1025], [-7.0733, -1.5946, -2.0405], [-6.1018, -0.5914, -4.0739], [-3.6670, -0.1258, -4.1747], [-2.2488, -0.6956, -2.2820], [-2.7814, -2.4418, 3.4343], [-4.1102, -1.6693, 5.3303], [-5.7791, 0.1316, 5.0398], [-6.1128, 1.1399, 2.8069], [-4.8108, 0.3733, 0.8989]], "forces_ev_per_a": [[0.8, 1.9, 0.4], [-0.1, -0.1, 0.0], [0.0, -0.1, -0.1], [0.1, -0.1, 0.3], [-0.1, 0.0, 0.0], [0.0, 0.0, 0.0], [0.0, 0.0, 0.0], [0.0, 0.0, 0.0], [0.1, 0.0, 0.0], [-0.2, -0.1, -0.1], [0.1, 0.0, 0.0], [0.1, 0.0, 0.0], [0.0, 0.0, 0.0], [0.1, 0.1, 0.0], [0.0, 0.0, 0.0], [0.0, 0.0, 0.0], [0.0, 0.0, 0.0], [0.0, 0.0, 0.0], [0.0, 0.0, -0.1], [0.0, 0.0, 0.0], [0.0, 0.0, 0.0], [0.1, 0.0, 0.0], [0.0, 0.0, 0.0], [0.0, 0.0, 0.1], [-0.1, -1.0, -0.5], [0.0, 0.1, 0.1], [0.1, 0.0, 0.0], [0.1, 0.1, 0.1], [0.1, 0.0, 0.0], [-0.1, 0.0, 0.1], [0.0, 0.0, 0.1], [0.0, -0.1, 0.0], [0.0, 0.0, -0.1], [0.1, 0.0, 0.0], [-0.1, 0.0, 0.0], [0.0, 0.0, -0.1], [0.0, 0.0, 0.0], [0.0, 0.0, 0.0], [-0.1, -0.1, 0.0], [-0.1, -0.1, 0.0], [-0.1, -0.1, 0.0], [0.1, 0.1, 0.0], [0.0, -0.1, 0.0], [0.0, 0.0, 0.0], [0.1, 0.0, 0.0], [0.0, 0.0, 0.0], [0.0, 0.0, 0.0], [0.0, 0.0, 0.0], [0.0, 0.1, 0.0], [-0.1, -0.1, 0.0], [0.0, -0.1, 0.0], [0.0, 0.0, 0.0], [0.0, 0.0, 0.0], [0.1, 0.0, 0.0], [0.0, 0.1, 0.0], [0.0, 0.1, 0.0], [0.1, 0.0, 0.0], [-0.2, 0.0, 0.1], [-0.1, 0.2, -0.2], [-0.3, -0.1, 0.1], [0.2, -0.4, -0.1], [0.0, 0.0, 0.0], [0.0, 0.0, 0.0], [0.0, 0.0, 0.0], [0.0, 0.0, 0.0], [0.0, 0.0, 0.0], [0.0, 0.0, 0.0], [0.0, 0.0, 0.0], [0.0, 0.0, 0.0], [0.0, 0.0, 0.0], [0.0, -0.1, 0.0], [0.1, 0.1, 0.0], [0.0, 0.0, 0.1], [-0.1, 0.1, -0.1], [0.0, -0.1, 0.0], [-0.3, -0.3, -0.2], [0.0, 0.1, 0.0], [0.0, -0.1, 0.1], [-0.1, 0.0, -0.1], [0.1, 0.0, 0.0], [-0.1, -0.1, 0.1], [0.2, 0.0, -0.3], [0.0, 0.0, 0.0], [0.1, -0.1, 0.0], [0.0, 0.0, 0.1], [0.0, 0.0, 0.0], [0.0, 0.0, 0.1], [0.0, 0.0, -0.1], [0.0, 0.0, 0.0], [0.0, 0.0, 0.0], [0.0, 0.0, 0.0], [0.0, 0.0, 0.0], [0.0, 0.0, 0.0], [0.0, 0.0, 0.0], [0.0, 0.0, 0.0], [0.0, 0.0, 0.0], [0.0, 0.0, 0.0], [-0.2, -0.2, 0.0], [0.0, 0.0, 0.0], [0.0, 0.0, 0.0], [0.0, 0.0, 0.0], [0.0, 0.0, 0.0], [0.0, 0.0, -0.1]]}



(2)
{"formula": "C22H37N3P3RhSe", "method": "ωB97M-V/def2-TZVPD", "charge": 2, "e_above_lowest_kcal_mol": 19.58, "total_energy_ha": -4560.31358, "homo_ev": [-13.790, -13.790], "species": ["Rh", "C", "P", "C", "N", "C", "C", "C", "C", "C", "C", "N", "C", "P", "C", "C", "C", "C", "C", "C", "C", "C", "C", "H", "H", "H", "H", "H", "H", "H", "H", "H", "H", "H", "H", "H", "H", "H", "H", "H", "H", "H", "H", "H", "H", "H", "H", "H", "H", "H", "H", "C", "P", "C", "C", "H", "H", "H", "H", "H", "H", "H", "H", "H", "Se", "C", "N"], "coordinates": [[-1.1838, 0.5759, 0.1705], [-1.7210, 1.9335, -2.9656], [-0.5997, 1.8242, -1.5570], [-0.9898, 3.3477, -0.6031], [-1.5467, 4.3379, -1.2726], [-1.9353, 5.4214, -0.5835], [-2.5023, 6.5263, -1.2631], [-2.9129, 7.6076, -0.5464], [-2.7845, 7.6443, 0.8700], [-2.2416, 6.6021, 1.5572], [-1.7943, 5.4634, 0.8473], [-1.2371, 4.4372, 1.5112], [-0.8211, 3.3997, 0.8123], [0.0583, 2.0186, 1.6209], [1.6742, 2.6997, 2.0774], [-0.7653, 1.4804, 3.1916], [-1.0607, 2.5859, 4.1989], [0.1822, 0.4348, 3.8042], [-2.0568, 0.7730, 2.7568], [1.0977, 1.6585, -2.2505], [2.1548, 1.6843, -1.1532], [1.3120, 2.8381, -3.2137], [1.1596, 0.3241, -3.0076], [-1.5993, 2.9282, -3.3961], [-2.7531, 1.8414, -2.6378], [-1.4938, 1.1827, -3.7167], [-2.5936, 6.4801, -2.3397], [-3.3471, 8.4588, -1.0534], [-3.1252, 8.5225, 1.4019], [-2.1296, 6.6163, 2.6327], [1.5199, 3.4196, 2.8823], [2.1292, 3.2106, 1.2343], [2.3416, 1.9090, 2.4157], [-0.1501, 3.1039, 4.5009], [-1.4868, 2.1315, 5.0960], [-1.7614, 3.3224, 3.8111], [1.0981, 0.8928, 4.1767], [0.4495, -0.3557, 3.0963], [-0.3151, -0.0338, 4.6550], [-2.7549, 1.4332, 2.2251], [-2.5960, 0.3886, 3.6265], [-1.8352, -0.1461, 2.1693], [2.1810, 2.6553, -0.6611], [3.1312, 1.5351, -1.6164], [2.0053, 0.8931, -0.4186], [1.2039, 3.8041, -2.7161], [0.6389, 2.8022, -4.0694], [2.3312, 2.7753, -3.5978], [0.9524, -0.5237, -2.3548], [2.1742, 0.2107, -3.3928], [0.4903, 0.2987, -3.8669], [-3.2140, -2.1063, 0.2875], [-2.8329, -0.7395, -0.8358], [-4.4400, 0.0717, -1.0707], [-2.3851, -1.5329, -2.3912], [-3.9632, -2.7482, -0.1802], [-3.6257, -1.7247, 1.2222], [-2.3246, -2.7009, 0.5017], [-5.1437, -0.6402, -1.5048], [-4.3807, 0.9418, -1.7211], [-4.8242, 0.3903, -0.1007], [-3.2180, -2.1415, -2.7466], [-1.5222, -2.1758, -2.2146], [-2.1340, -0.8014, -3.1566], [0.5273, -3.2246, 1.6053], [0.2302, -1.8551, 0.6037], [0.0467, -0.9225, -0.1244]], "forces_ev_per_a": [[0.0, 0.0, 0.3], [0.0, 0.1, 0.1], [0.0, 0.0, 0.0], [0.0, 0.1, 0.0], [0.0, -0.1, 0.0], [0.0, 0.0, 0.2], [0.0, 0.0, 0.0], [0.0, 0.0, 0.0], [0.0, 0.0, 0.0], [0.0, 0.0, 0.0], [0.0, 0.0, -0.3], [0.1, -0.1, 0.0], [0.0, 0.1, 0.0], [-0.1, 0.0, 0.1], [0.1, -0.1, 0.0], [0.0, -0.1, 0.0], [0.0, 0.0, 0.0], [0.0, 0.0, 0.0], [0.0, 0.0, 0.0], [0.0, 0.0, 0.0], [0.0, 0.0, 0.0], [0.0, 0.0, 0.0], [0.0, 0.0, 0.0], [0.0, 0.0, 0.0], [0.0, 0.0, 0.0], [0.0, 0.0, 0.0], [0.0, 0.0, 0.0], [0.0, 0.0, 0.0], [0.0, 0.0, 0.0], [0.0, 0.0, 0.0], [0.0, 0.0, 0.0], [0.0, 0.0, 0.0], [0.0, 0.0, 0.0], [0.0, 0.0, 0.0], [0.0, 0.0, 0.0], [0.0, 0.0, 0.0], [0.0, 0.0, 0.0], [0.0, 0.0, 0.0], [0.0, 0.0, 0.0], [0.0, 0.0, 0.0], [0.0, 0.0, 0.0], [0.0, 0.0, 0.0], [0.0, 0.0, 0.0], [0.0, 0.0, 0.0], [0.0, 0.0, 0.0], [0.0, 0.0, 0.0], [0.0, 0.0, 0.0], [0.0, 0.0, 0.0], [0.0, 0.0, 0.0], [0.0, 0.0, 0.0], [0.0, 0.0, 0.0], [0.0, 0.0, 0.0], [-0.1, -0.1, -0.1], [0.0, 0.0, 0.0], [0.0, 0.0, 0.0], [0.0, 0.0, 0.0], [0.0, 0.0, 0.0], [0.0, 0.0, 0.0], [0.0, 0.0, 0.0], [0.0, 0.0, 0.0], [0.0, 0.0, 0.0], [0.0, 0.0, 0.0], [0.0, 0.0, 0.0], [0.0, 0.0, 0.0], [0.0, 0.0, 0.0], [-0.1, 0.0, 0.1], [0.1, 0.0, -0.2]]}